(1)
Formula: C26H50Cl38FO2
Source: the Open Molecules 2025 dataset
Level of theory: ωB97M-V/def2-TZVPD

Results
- HOMO: -0.0861 hartree
- Total charge: -1
- Calculated total energy: -510437.84697 eV
- Gap between HOMO and LUMO: 3.44 eV

Cartesian coordinates (Å):
1 C 0.6272 -2.1432 -2.8698
2 C -0.0831 -3.1761 -3.6563
3 O 0.4974 -3.7792 -4.5586
4 O -1.3275 -3.4137 -3.3190
5 C -2.4403 -2.7634 -4.2076
6 C -3.3848 -1.8632 -3.5675
7 C -3.8507 -2.4675 -2.2615
8 C -2.7082 -0.5188 -3.2663
9 C -2.3418 0.2543 -4.4951
10 F -0.9343 0.4405 -4.5943
11 H 0.4392 -1.1904 -3.3381
12 H 1.6862 -2.3216 -2.8915
13 H 0.2717 -2.0776 -1.8572
14 H -1.9168 -2.3032 -5.0348
15 H -2.9770 -3.6061 -4.6091
16 H -4.4610 -1.7680 -1.7309
17 H -4.4250 -3.3683 -2.4430
18 H -3.0340 -2.7411 -1.5936
19 H -3.3759 0.0624 -2.6508
20 H -1.7963 -0.6749 -2.6915
21 H -2.7604 1.2459 -4.5211
22 H -2.6343 -0.2963 -5.3711
23 C 2.4300 -2.7191 -7.2867
24 Cl 3.8674 -3.3805 -8.1179
25 Cl 2.5102 -0.9602 -7.1404
26 H 1.5408 -2.9758 -7.8585
27 H 2.3717 -3.1461 -6.2942
28 C -3.8644 -1.2566 1.4300
29 Cl -3.5593 -0.1918 0.0421
30 Cl -4.2918 -2.9103 0.9578
31 H -2.9627 -1.2883 2.0217
32 H -4.6834 -0.8490 2.0063
33 C -2.6222 2.5633 2.4324
34 Cl -3.1108 1.2324 3.4907
35 Cl -0.9869 2.3689 1.8094
36 H -3.2994 2.5842 1.5874
37 H -2.6737 3.4854 2.9955
38 C -0.1826 -2.4461 4.0543
39 Cl -1.5981 -3.4689 4.3418
40 Cl -0.6443 -0.8551 3.4384
41 H 0.3410 -2.3087 4.9913
42 H 0.4513 -2.9328 3.3243
43 C -0.7149 -6.7221 -5.0488
44 Cl 0.0569 -7.9587 -6.0894
45 Cl -2.4765 -6.7587 -5.1915
46 H -0.4461 -6.9233 -4.0233
47 H -0.3585 -5.7391 -5.3398
48 C 2.6136 1.0152 4.4327
49 Cl 2.3084 -0.2941 5.5753
50 Cl 4.2034 0.9857 3.6679
51 H 1.8666 0.9366 3.6511
52 H 2.5147 1.9530 4.9617
53 C 4.6475 3.2184 7.5290
54 Cl 5.8566 3.0466 6.2574
55 Cl 3.1196 3.8524 6.9078
56 H 4.4632 2.2420 7.9579
57 H 5.0268 3.9036 8.2757
58 C -0.5213 -5.1253 -8.6681
59 Cl -2.0096 -5.9490 -9.1523
60 Cl -0.8343 -3.5981 -7.8419
61 H 0.0239 -5.7683 -7.9865
62 H 0.0606 -4.9219 -9.5585
63 C -1.3575 3.8837 6.2028
64 Cl -0.0072 3.4251 5.1583
65 Cl -2.5598 4.8290 5.3088
66 H -1.8276 2.9831 6.5713
67 H -0.9845 4.4881 7.0179
68 C 1.2858 7.8680 9.0166
69 Cl 0.0323 6.8547 8.2742
70 Cl 0.5928 9.3076 9.7702
71 H 1.7854 7.2849 9.7793
72 H 1.9881 8.1866 8.2615
73 C 2.8857 -7.1205 -3.6957
74 Cl 1.5730 -7.2374 -2.5143
75 Cl 3.1054 -5.4675 -4.2609
76 H 3.7988 -7.4645 -3.2269
77 H 2.6325 -7.7396 -4.5437
78 C -3.4883 4.2132 -5.8436
79 Cl -1.8325 3.6097 -5.9607
80 Cl -4.4983 3.2503 -4.7572
81 H -3.4549 5.2265 -5.4660
82 H -3.9321 4.1866 -6.8299
83 C 4.4093 10.3201 7.4267
84 Cl 4.1358 9.2576 8.8163
85 Cl 2.8960 10.9858 6.8095
86 H 5.0503 11.1331 7.7406
87 H 4.8745 9.7386 6.6442
88 C 3.5750 -7.5801 -8.4562
89 Cl 3.4631 -8.5588 -6.9877
90 Cl 2.0925 -6.6786 -8.7722
91 H 4.3862 -6.8729 -8.3383
92 H 3.7584 -8.2427 -9.2916
93 C 0.8504 1.9896 -2.7127
94 Cl 2.4859 1.3616 -2.9869
95 Cl 0.1157 1.3331 -1.2509
96 H 0.9136 3.0652 -2.6132
97 H 0.2270 1.7067 -3.5542
98 C -2.0276 -7.1476 -0.5248
99 Cl -0.4315 -7.8075 -0.0997
100 Cl -1.9080 -5.5740 -1.2953
101 H -2.4919 -7.8320 -1.2235
102 H -2.6137 -7.0641 0.3812
103 C -0.7390 -0.4421 8.6420
104 Cl -0.5906 0.5355 7.1790
105 Cl -1.0920 -2.1325 8.2659
106 H 0.2002 -0.3981 9.1779
107 H -1.5446 -0.0469 9.2467
108 C 3.1892 4.9333 2.8201
109 Cl 2.0830 3.6086 2.5003
110 Cl 2.3921 6.2121 3.7556
111 H 4.0279 4.5550 3.3926
112 H 3.5145 5.3499 1.8763
113 C -1.8337 8.4692 3.6413
114 Cl -0.9324 8.5255 2.1212
115 Cl -0.7900 8.1796 5.0328
116 H -2.3338 9.4185 3.7784
117 H -2.5521 7.6615 3.5833

(2)
Formula: C26H50F3N3O3P
Source: the Open Molecules 2025 dataset
Level of theory: ωB97M-V/def2-TZVPD

Results
- HOMO: -0.4380 hartree
- Total charge: +1
- ΔE to the lowest compared entry with this formula, charge and spin: 0.00 kcal per mole
- Calculated total energy: -55821.77640 eV
- SMILES: CCCCCCCCCC[C@@H]1[C@@H](P(N)O)C[N@H+](CCCCN(C)C(C)=O)[C@]1(CC=O)CCC(F)(F)F
- Gap between HOMO and LUMO: 9.07 eV

Cartesian coordinates (Å):
1 C 3.5262 1.4561 0.1170
2 C 2.7369 2.7610 -0.1268
3 C 2.4673 3.5763 1.1508
4 C 1.0425 4.1357 1.2809
5 C 0.5332 4.9418 0.0708
6 C -0.8748 4.5557 -0.4177
7 C -1.0797 3.0355 -0.5316
8 C -1.8082 2.5579 -1.7918
9 C -1.3517 1.1572 -2.2181
10 C -1.3318 0.1423 -1.0676
11 C -1.4688 -1.3252 -1.5092
12 C -2.1526 -2.1596 -0.3729
13 P -3.9811 -2.2942 -0.6463
14 N -4.0503 -3.8032 -1.4555
15 O -4.5056 -2.5956 0.8768
16 C -1.2615 -3.3887 -0.1964
17 N 0.0985 -2.9310 -0.6150
18 C 1.0042 -2.3998 0.4829
19 C 0.3044 -1.8163 1.6916
20 C 1.3526 -1.4778 2.7847
21 C 1.0738 -0.1568 3.4978
22 N -0.0937 -0.3098 4.3852
23 C -0.0702 0.6901 5.4890
24 C -1.3207 -0.1438 3.6468
25 C -1.6311 1.1993 3.0317
26 O -2.0757 -1.0758 3.4893
27 C -0.1620 -2.0832 -1.8559
28 C -0.4382 -3.0451 -3.0288
29 C -1.0570 -2.3798 -4.2415
30 O -1.8064 -2.9855 -4.9629
31 C 0.9985 -1.1648 -2.2374
32 C 2.3692 -1.8550 -2.4132
33 C 3.1290 -1.3523 -3.6244
34 F 4.0495 -2.2369 -4.0077
35 F 2.3194 -1.1352 -4.6739
36 F 3.7512 -0.1996 -3.3622
37 H 4.2546 1.2806 -0.6725
38 H 2.8439 0.6002 0.1407
39 H 4.0566 1.4863 1.0681
40 H 1.7928 2.4889 -0.5999
41 H 3.2706 3.3636 -0.8612
42 H 3.1777 4.4023 1.2174
43 H 2.6548 2.9259 2.0092
44 H 1.0483 4.8047 2.1455
45 H 0.3620 3.3232 1.5396
46 H 0.5090 5.9947 0.3556
47 H 1.2165 4.8754 -0.7770
48 H -1.6490 5.0017 0.2079
49 H -1.0122 4.9852 -1.4130
50 H -1.6575 2.6990 0.3318
51 H -0.1125 2.5384 -0.4460
52 H -2.8810 2.5214 -1.5893
53 H -1.6211 3.2381 -2.6227
54 H -2.0408 0.7895 -2.9838
55 H -0.3576 1.2416 -2.6650
56 H -2.1716 0.3630 -0.4020
57 H -0.4330 0.2819 -0.4615
58 H -2.1704 -1.3055 -2.3457
59 H -2.0900 -1.5711 0.5444
60 H -3.3734 -4.4956 -1.1546
61 H -4.9735 -4.2057 -1.3262
62 H -4.2187 -3.4394 1.2481
63 H -1.5625 -4.2009 -0.8546
64 H -1.2668 -3.8203 0.8020
65 H 0.5816 -3.7665 -0.9487
66 H 1.6128 -3.2442 0.8100
67 H 1.6787 -1.6605 0.0665
68 H -0.4057 -2.5155 2.1226
69 H -0.2186 -0.8973 1.4318
70 H 2.3696 -1.5006 2.3852
71 H 1.3009 -2.2504 3.5527
72 H 1.9304 0.0822 4.1275
73 H 0.9538 0.6626 2.7745
74 H -1.0856 0.9916 5.7405
75 H 0.4930 1.5840 5.2117
76 H 0.3811 0.2251 6.3620
77 H -1.3489 1.1756 1.9782
78 H -1.0980 2.0285 3.4912
79 H -2.7055 1.3576 3.0988
80 H -1.1207 -3.8540 -2.7716
81 H 0.4877 -3.5208 -3.3706
82 H -0.7955 -1.3360 -4.4737
83 H 1.1256 -0.4066 -1.4651
84 H 0.7290 -0.6226 -3.1372
85 H 3.0020 -1.6543 -1.5504
86 H 2.3017 -2.9387 -2.5099

(3)
Formula: C26H50GeLuN5P2SSe
Source: the Open Molecules 2025 dataset
Level of theory: ωB97M-V/def2-TZVPD

Results
- HOMO: -0.1995 hartree
- ΔE to the lowest compared entry with this formula, charge and spin: 45.71 kcal per mole
- Calculated total energy: -220117.76365 eV
- Gap between HOMO and LUMO: 5.58 eV

Cartesian coordinates (Å):
1 Lu -16.7006 6.5009 3.2976
2 C -15.8369 3.8383 1.2918
3 C -16.9933 3.5306 2.2509
4 N -17.9082 4.7044 2.2526
5 C -18.6493 4.9700 0.9686
6 C -18.6728 6.4965 0.7290
7 N -17.2768 7.1005 0.9267
8 C -16.3472 6.7559 -0.1310
9 C -15.1220 6.0625 0.4280
10 N -15.2994 5.1914 1.6073
11 H -16.2335 3.7772 0.2929
12 H -15.0885 3.0745 1.5219
13 H -16.6949 3.4015 3.2805
14 H -17.4945 2.5957 2.0097
15 H -18.6743 4.4450 2.9120
16 H -19.6586 4.5073 0.9737
17 H -18.1249 4.4102 0.1604
18 H -19.4089 6.9728 1.3772
19 H -19.1206 6.7683 -0.2574
20 H -17.3088 8.1061 0.8376
21 H -16.0407 7.6325 -0.6608
22 H -16.8522 6.1634 -0.8760
23 H -14.2976 6.7692 0.7693
24 H -14.7430 5.5533 -0.4543
25 H -14.3983 5.1061 2.0276
26 C -15.2663 4.2787 6.2670
27 P -15.1103 6.0070 5.6741
28 C -15.8265 7.1003 6.9386
29 C -13.2727 6.2179 6.0505
30 C -12.6078 7.4970 5.4772
31 P -11.9568 7.1468 3.8141
32 C -10.4928 6.2409 4.4509
33 C -11.1158 8.6834 3.3095
34 H -15.0492 4.0240 7.3901
35 H -14.6581 3.6419 5.7148
36 H -16.2714 3.8786 6.1495
37 H -16.7444 7.5110 6.5347
38 H -15.0533 7.8078 7.1401
39 H -16.0898 6.4934 7.7447
40 H -12.7898 5.4128 5.5249
41 H -13.1851 6.2198 7.1550
42 H -11.8166 7.8042 6.1707
43 H -13.3458 8.3163 5.4486
44 H -9.9852 6.9233 5.1151
45 H -9.8211 5.7672 3.6938
46 H -10.7777 5.3777 5.1113
47 H -10.3513 9.0097 4.0732
48 H -11.8464 9.4648 3.0031
49 H -10.5811 8.4023 2.3840
50 C -15.9606 12.1508 1.0665
51 Ge -14.2614 11.1774 1.3925
52 C -13.0123 11.2874 -0.1422
53 C -13.3637 12.1105 2.9396
54 C -14.3741 9.2944 1.6708
55 H -15.6196 13.1361 0.7050
56 H -16.4033 12.2789 2.0285
57 H -16.5731 11.6929 0.3160
58 H -12.1845 12.0560 -0.0959
59 H -13.4704 11.4055 -1.0701
60 H -12.3882 10.4683 -0.2156
61 H -13.7629 11.8405 3.8943
62 H -13.3141 13.1817 2.7742
63 H -12.2615 11.7228 2.8911
64 H -14.8468 8.7733 0.8687
65 H -13.3729 8.9848 1.8707
66 Se -15.3167 8.9072 3.3491
67 S -22.0216 5.3305 3.0657
68 C -20.5667 5.6670 3.9078
69 C -19.9522 6.8139 3.5728
70 C -18.7940 7.2808 4.2563
71 N -18.0888 6.1934 4.9986
72 C -18.9916 5.3689 5.6022
73 C -20.1955 4.9648 5.1123
74 C -21.7230 3.9577 1.9586
75 C -20.8568 2.9300 2.2276
76 C -20.8255 1.8475 1.3511
77 N -21.5536 1.7583 0.2777
78 C -22.3207 2.8329 -0.0007
79 C -22.4142 3.9401 0.7778
80 H -20.4516 7.3692 2.8125
81 H -18.7646 8.3374 4.6668
82 H -18.6968 4.9249 6.6196
83 H -20.8095 4.1802 5.5870
84 H -20.3293 2.9772 3.2573
85 H -20.2247 0.9859 1.6117
86 H -22.8871 2.7378 -0.9466
87 H -23.0035 4.8228 0.5135

(4)
Formula: C26H50GeO3PRu
Source: the Open Molecules 2025 dataset
Level of theory: ωB97M-V/def2-TZVPD

Results
- HOMO (spin up / spin down): -0.7926 / -0.7995 hartree
- Total charge: +4
- Calculated total energy: -102256.23110 eV
- Multiplicity: 6
- Gap between HOMO and LUMO (spin up / spin down): 7.32 / 5.35 eV

Cartesian coordinates (Å):
1 Ru 0.1815 0.5780 -0.1506
2 C -1.5291 3.8695 1.0339
3 C -0.4960 3.7710 -0.1690
4 C -0.8642 4.7529 -1.2632
5 C 0.9114 4.0177 0.4480
6 O -0.5747 2.4628 -0.6259
7 Ge -1.2890 1.5646 -2.6781
8 O -1.9313 0.3801 -1.5066
9 C -3.3814 0.2879 -1.1844
10 C -3.4913 0.2190 0.3265
11 C -4.0680 1.5386 -1.7269
12 C -3.9372 -0.9614 -1.8518
13 O 0.5756 0.5460 -2.0632
14 C 1.8955 0.9910 -2.5870
15 C 1.7368 2.3832 -3.2038
16 C 2.3239 -0.0054 -3.6610
17 C 2.8547 1.0309 -1.4105
18 H -1.4851 4.8988 1.3867
19 H -2.5288 3.6422 0.6694
20 H -1.2465 3.1918 1.8380
21 H -0.7973 5.7724 -0.8845
22 H -0.1844 4.6647 -2.1129
23 H -1.8893 4.5978 -1.6086
24 H 0.8849 4.9351 1.0332
25 H 1.2042 3.1976 1.1089
26 H 1.6368 4.1287 -0.3584
27 H -3.0079 1.0893 0.7820
28 H -4.5383 0.2211 0.6257
29 H -3.0278 -0.6961 0.7075
30 H -3.6705 2.4468 -1.2568
31 H -3.9623 1.6097 -2.8161
32 H -5.1371 1.5040 -1.5215
33 H -3.3290 -1.8377 -1.6316
34 H -4.9489 -1.1414 -1.4901
35 H -3.9868 -0.8437 -2.9351
36 H 1.0513 2.3689 -4.0526
37 H 1.3922 3.1073 -2.4591
38 H 2.7024 2.7186 -3.5786
39 H 1.5256 -0.1664 -4.3861
40 H 3.1823 0.4039 -4.1930
41 H 2.6172 -0.9632 -3.2353
42 H 2.4270 1.6224 -0.5766
43 H 3.0959 0.0235 -1.0695
44 H 3.7875 1.5270 -1.6787
45 C 3.6862 -2.2844 0.9248
46 C 2.6915 -1.7595 1.9176
47 C 2.3689 -2.6927 3.0447
48 C 2.9143 -0.3201 2.3396
49 P 0.8235 -1.5786 0.7656
50 C -0.3804 -1.2784 2.0266
51 C -0.5801 0.1014 2.3194
52 C -1.4350 0.5232 3.3041
53 C -2.1325 -0.4531 4.0380
54 C -1.9790 -1.8194 3.7578
55 C -1.1171 -2.2348 2.7668
56 C 0.4554 -3.1699 -0.2868
57 C 0.7871 -4.4537 0.4546
58 C 1.2755 -3.0106 -1.5597
59 C -1.0414 -3.0309 -0.5911
60 H 4.6497 -2.3031 1.4557
61 H 3.8300 -1.6410 0.0588
62 H 3.4960 -3.3105 0.6169
63 H 3.3036 -2.7654 3.6218
64 H 2.1379 -3.7087 2.7298
65 H 1.6057 -2.3151 3.7221
66 H 3.9286 -0.2812 2.7554
67 H 2.2271 -0.0040 3.1233
68 H 2.9044 0.3861 1.5061
69 H 0.0523 0.8755 1.8288
70 H -1.5674 1.5701 3.5423
71 H -2.7967 -0.1403 4.8355
72 H -2.5275 -2.5505 4.3387
73 H -0.9979 -3.2914 2.5742
74 H 1.8581 -4.6180 0.5588
75 H 0.4095 -5.2769 -0.1604
76 H 0.3051 -4.5482 1.4255
77 H 2.3507 -3.0428 -1.3871
78 H 1.0080 -2.1014 -2.0979
79 H 1.0380 -3.8552 -2.2126
80 H -1.6680 -3.2529 0.2715
81 H -1.2686 -3.7651 -1.3697
82 H -1.3001 -2.0484 -0.9921

(5)
Formula: C26H50N5O10
Source: the Open Molecules 2025 dataset
Level of theory: ωB97M-V/def2-TZVPD

Results
- HOMO: 0.0416 hartree
- Total charge: -3
- ΔE to the lowest compared entry with this formula, charge and spin: 92.97 kcal per mole
- Calculated total energy: -55686.68527 eV
- Gap between HOMO and LUMO: 4.03 eV

Cartesian coordinates (Å):
1 N -2.9521 0.7293 0.9709
2 H -2.2236 1.0368 1.6460
3 H -2.5687 1.1317 0.0994
4 H -3.9306 0.9488 1.1007
5 H -2.8782 -0.2978 0.8239
6 N -2.0549 -3.7537 2.1196
7 H -2.7244 -3.0846 1.6673
8 H -2.2337 -3.8734 3.1050
9 H -1.1135 -3.3072 1.9486
10 H -1.9861 -4.5903 1.5258
11 N -0.8439 -1.6074 -0.6358
12 H -1.1694 -2.4767 -1.1207
13 H -0.0958 -1.8003 0.0327
14 H -1.6422 -1.2532 -0.0984
15 H -0.5884 -0.8867 -1.3636
16 C -1.8495 0.1081 -4.7973
17 C -2.9401 0.9529 -5.0769
18 C -3.5546 1.7390 -3.9381
19 O -4.5821 2.4998 -4.0454
20 C -3.0268 1.7009 -2.6656
21 C -1.8558 0.9274 -2.3675
22 C -1.2306 0.0560 -3.4987
23 O -0.2792 -0.6446 -3.1107
24 O -1.3923 0.8613 -1.1986
25 O -3.3446 0.9702 -6.2696
26 H -1.3398 -0.5226 -5.5106
27 H -3.3218 2.2928 -1.8089
28 C 2.7060 -3.3726 1.5345
29 C 3.6855 -4.2710 1.1477
30 C 3.3218 -5.4564 0.2703
31 O 4.1735 -6.0303 -0.4669
32 C 1.9961 -5.8696 0.2350
33 C 0.9669 -5.0841 0.8329
34 C 1.3237 -3.6381 1.3265
35 O 0.3606 -2.8575 1.5460
36 O -0.1881 -5.5038 1.0276
37 O 4.8745 -3.9386 1.4342
38 H 2.9979 -2.4323 1.9838
39 H 1.6723 -6.6212 -0.4713
40 O -2.1862 -1.8922 0.6627
41 C -2.8766 -2.7153 -0.2526
42 C -2.0554 -3.7212 -1.0455
43 O -1.1051 -3.2859 -1.9383
44 H -3.4811 -2.0565 -0.9018
45 H -3.7346 -3.2342 0.2219
46 H -2.6859 -4.3894 -1.6651
47 H -1.6094 -4.3715 -0.2678
48 C 1.2837 2.9481 -3.3232
49 C 2.6537 2.3489 -2.9829
50 N 3.0805 2.5688 -1.5961
51 C 3.6724 3.8465 -1.2766
52 C 4.9612 4.2099 -2.0420
53 C 2.1630 2.0430 -0.5786
54 C 1.9160 0.5840 -0.6616
55 H 0.5471 2.6881 -2.5557
56 H 0.7983 2.5438 -4.2117
57 H 1.3154 4.0398 -3.3172
58 H 2.6730 1.2880 -3.2293
59 H 3.4019 2.8309 -3.6127
60 H 2.9011 4.5692 -1.6032
61 H 3.7988 4.0196 -0.2083
62 H 5.7106 3.4525 -1.8086
63 H 4.7453 4.1291 -3.1084
64 H 5.2984 5.2361 -1.9026
65 H 1.3340 2.7655 -0.5201
66 H 2.6438 2.2374 0.3902
67 H 1.2837 0.3222 -1.5160
68 H 1.5184 0.1949 0.2751
69 H 2.8181 0.0245 -0.9200
70 C -0.7387 3.5913 1.5248
71 C -0.0325 2.2866 1.9203
72 N -0.8885 1.4296 2.7698
73 C -0.9319 2.1072 4.0872
74 C -1.9665 1.3751 4.9516
75 C -0.4426 0.0077 2.7648
76 C 1.0305 -0.1207 3.0810
77 H -0.5315 4.3706 2.2570
78 H -1.8050 3.4408 1.3541
79 H -0.3760 3.9083 0.5455
80 H 0.2378 1.7256 1.0227
81 H 0.9069 2.5156 2.4350
82 H 0.0834 2.0284 4.4903
83 H -1.2565 3.1441 4.0559
84 H -2.8656 1.2290 4.3498
85 H -1.5974 0.4281 5.3370
86 H -2.3374 2.0296 5.7451
87 H -0.6947 -0.4102 1.7858
88 H -1.0836 -0.5871 3.4162
89 H 1.7634 0.5268 2.6046
90 H 1.3896 -1.1393 2.9206
91 H 1.1850 0.1074 4.1431

> Which of these has the highest calculated total energy?

C26H50N5O10